## w
# C30H39Cl6F3O3

9 unconnected molecules or ions with the total composition C30H39Cl6F3O3 (ωB97M-V/def2-TZVPD, the Open Molecules 2025 dataset).

The net charge is 0. The SMILES is Fc1ccccc1.Fc1ccccc1.Fc1ccccc1.CC(C)=O.CC(C)=O.CC(C)=O.ClCCl.ClCCl.ClCCl. As for the gap between HOMO and LUMO: 9.7 eV. For the HOMO energy, the calculation gives -0.3374 Ha.

Positions of all 81 atoms, in Å:
F (-1.15, 5.99, -4.18)
C (-0.66, 5.61, -3.01)
C (-0.30, 4.26, -2.84)
C (0.09, 3.84, -1.59)
C (0.07, 4.80, -0.56)
C (-0.22, 6.14, -0.64)
C (-0.66, 6.52, -1.95)
H (-0.28, 3.55, -3.64)
H (0.45, 2.84, -1.39)
H (0.21, 4.48, 0.46)
H (-0.25, 6.88, 0.14)
H (-0.97, 7.54, -2.07)
F (2.09, 2.44, -3.30)
C (1.48, 1.30, -3.56)
C (1.02, 0.96, -4.87)
C (0.29, -0.20, -5.07)
C (0.07, -1.00, -4.03)
C (0.44, -0.73, -2.74)
C (1.22, 0.39, -2.43)
H (1.22, 1.75, -5.59)
H (0.08, -0.38, -6.12)
H (-0.53, -1.88, -4.20)
H (0.06, -1.40, -1.98)
H (1.35, 0.76, -1.42)
F (-3.14, -0.91, -2.13)
C (-3.52, 0.00, -3.03)
C (-2.68, 1.03, -3.32)
C (-2.96, 1.84, -4.41)
C (-4.08, 1.63, -5.22)
C (-5.04, 0.62, -4.83)
C (-4.77, -0.16, -3.60)
H (-1.74, 1.10, -2.79)
H (-2.25, 2.59, -4.72)
H (-4.40, 2.18, -6.09)
H (-6.00, 0.50, -5.30)
H (-5.40, -0.90, -3.13)
C (5.16, -2.80, -0.55)
C (4.08, -1.80, -0.55)
C (2.67, -2.38, -0.49)
O (4.30, -0.63, -0.68)
H (5.37, -3.08, 0.48)
H (6.04, -2.17, -0.71)
H (5.16, -3.69, -1.17)
H (1.96, -1.58, -0.69)
H (2.28, -2.80, 0.44)
H (2.51, -3.14, -1.26)
C (-2.15, -3.48, 7.86)
C (-1.37, -3.18, 6.58)
C (-1.76, -1.97, 5.75)
O (-0.55, -3.93, 6.20)
H (-2.26, -2.64, 8.55)
H (-1.76, -4.36, 8.37)
H (-3.19, -3.64, 7.57)
H (-1.58, -1.14, 6.44)
H (-2.84, -1.98, 5.59)
H (-1.27, -1.68, 4.83)
C (-0.53, -0.36, 0.78)
C (-0.96, -0.19, 2.28)
C (0.31, 0.11, 3.09)
O (-2.15, -0.28, 2.63)
H (-0.18, 0.53, 0.26)
H (-1.32, -0.83, 0.18)
H (0.39, -0.94, 0.83)
H (0.80, 0.90, 2.51)
H (1.00, -0.73, 3.13)
H (-0.01, 0.52, 4.05)
Cl (4.57, 3.75, 1.13)
C (3.62, 2.67, -0.02)
Cl (2.73, 1.48, 0.97)
H (3.03, 3.24, -0.73)
H (4.36, 2.09, -0.58)
Cl (-2.24, -4.04, -0.07)
C (-1.55, -4.06, 1.61)
Cl (0.17, -4.47, 1.61)
H (-1.61, -3.06, 2.04)
H (-2.18, -4.70, 2.23)
Cl (3.09, -1.46, 5.77)
C (2.24, -2.78, 4.96)
Cl (3.00, -3.32, 3.42)
H (2.26, -3.59, 5.68)
H (1.24, -2.37, 4.82)

## x
# C30H39Cl6F3O3

9 unconnected molecules or ions with the total composition C30H39Cl6F3O3 (ωB97M-V/def2-TZVPD, the Open Molecules 2025 dataset).

The net charge is 0. The SMILES is Fc1ccccc1.Fc1ccccc1.Fc1ccccc1.CC(C)=O.CC(C)=O.CC(C)=O.ClCCl.ClCCl.ClCCl. As for the gap between HOMO and LUMO: 9.4 eV. For the HOMO energy, the calculation gives -0.3422 Ha.

Positions of all 81 atoms, in Å:
F (5.09, -1.33, -21.50)
C (6.05, -0.47, -21.96)
C (6.63, -0.63, -23.19)
C (7.54, 0.26, -23.69)
C (7.88, 1.41, -22.90)
C (7.28, 1.59, -21.64)
C (6.45, 0.62, -21.14)
H (6.23, -1.39, -23.84)
H (8.04, 0.08, -24.63)
H (8.59, 2.15, -23.22)
H (7.51, 2.35, -20.91)
H (6.02, 0.64, -20.15)
F (4.47, 5.85, -19.39)
C (5.44, 6.49, -18.62)
C (6.28, 7.39, -19.23)
C (7.29, 8.03, -18.43)
C (7.29, 7.81, -17.07)
C (6.36, 7.00, -16.46)
C (5.47, 6.29, -17.27)
H (6.36, 7.54, -20.30)
H (7.93, 8.81, -18.81)
H (8.20, 8.13, -16.58)
H (6.47, 6.77, -15.41)
H (4.70, 5.63, -16.91)
F (1.61, 6.36, -30.12)
C (2.17, 6.03, -31.34)
C (1.52, 5.25, -32.26)
C (2.14, 4.95, -33.49)
C (3.40, 5.41, -33.71)
C (3.99, 6.37, -32.91)
C (3.42, 6.60, -31.65)
H (0.57, 4.87, -31.95)
H (1.65, 4.19, -34.08)
H (3.96, 5.12, -34.58)
H (4.95, 6.81, -33.14)
H (3.90, 7.19, -30.89)
C (-1.67, -1.65, -25.96)
C (-2.48, -1.11, -27.16)
C (-3.96, -1.12, -27.00)
O (-1.87, -0.47, -27.99)
H (-0.62, -1.85, -26.16)
H (-2.22, -2.51, -25.59)
H (-1.60, -0.92, -25.15)
H (-4.26, -0.66, -26.06)
H (-4.40, -2.11, -27.05)
H (-4.43, -0.59, -27.83)
C (3.68, 0.80, -30.37)
C (5.06, 0.62, -29.78)
C (6.19, 1.54, -30.23)
O (5.18, -0.08, -28.79)
H (3.41, 1.86, -30.33)
H (3.08, 0.18, -29.70)
H (3.71, 0.57, -31.43)
H (5.83, 2.24, -30.98)
H (7.01, 0.90, -30.55)
H (6.41, 2.04, -29.28)
C (1.78, 9.25, -23.25)
C (2.25, 10.58, -23.90)
C (3.21, 10.52, -25.10)
O (1.83, 11.67, -23.45)
H (0.76, 9.41, -22.91)
H (2.41, 8.91, -22.43)
H (1.66, 8.55, -24.08)
H (3.04, 9.69, -25.79)
H (4.20, 10.48, -24.66)
H (3.19, 11.47, -25.62)
Cl (3.50, 4.06, -25.84)
C (2.63, 2.85, -24.76)
Cl (1.04, 3.60, -24.33)
H (2.44, 1.89, -25.25)
H (3.23, 2.70, -23.86)
Cl (-4.26, 4.85, -26.00)
C (-2.96, 5.36, -27.20)
Cl (-3.79, 5.81, -28.76)
H (-2.53, 6.29, -26.82)
H (-2.30, 4.51, -27.33)
Cl (-2.72, 4.15, -18.57)
C (-1.08, 4.80, -18.73)
Cl (-1.06, 6.62, -18.44)
H (-0.40, 4.37, -18.00)
H (-0.75, 4.57, -19.75)

Energy ordering: w at the bottom, the next structure 0.264 eV above.

## w
# S2

A gas-phase ion, S2 (charge +1) (ωB97M-V/def2-TZVPD, the Open Molecules 2025 dataset).

The spin multiplicity is 2. The net charge is +1. As for the gap between HOMO and LUMO (spin up / spin down): 6.2 / 6.0 eV. For the HOMO energy (spin up / spin down), the calculation gives -0.6434 / -0.6259 Ha.

Positions of all 2 atoms, in Å:
S (0.00, 0.00, 1.25)
S (0.00, 0.00, -1.25)

## x
# S2

A gas-phase ion, S2 (charge +1) (ωB97M-V/def2-TZVPD, the Open Molecules 2025 dataset).

The spin multiplicity is 2. The net charge is +1. As for the gap between HOMO and LUMO (spin up / spin down): 6.3 / 6.4 eV. For the HOMO energy (spin up / spin down), the calculation gives -0.6402 / -0.6351 Ha.

Positions of all 2 atoms, in Å:
S (0.00, 0.00, 1.20)
S (0.00, 0.00, -1.20)

Energy ordering: x at the bottom, the next structure 0.715 eV above.

## w
# CH3FP2

2 unconnected molecules or ions with the total composition CH3FP2 (ωB97M-V/def2-TZVPD, the Open Molecules 2025 dataset).

The net charge is 0. As for the gap between HOMO and LUMO (spin up / spin down): 7.8 / 7.6 eV. For the HOMO energy (spin up / spin down), the calculation gives -0.3169 / -0.3172 Ha.

Positions of all 7 atoms, in Å:
C (0.13, 1.13, -0.19)
F (1.39, 1.42, -0.12)
P (-1.25, 1.78, 0.40)
P (0.09, -1.81, -0.48)
H (-2.24, 0.73, 0.50)
H (1.36, -1.27, -0.88)
H (0.51, -1.97, 0.77)

## x
# CH3FP2

A single CH3FP2 molecule (ωB97M-V/def2-TZVPD, the Open Molecules 2025 dataset).

The net charge is 0. As for the gap between HOMO and LUMO (spin up / spin down): 6.4 / 6.4 eV. For the HOMO energy (spin up / spin down), the calculation gives -0.2859 / -0.2873 Ha.

Positions of all 7 atoms, in Å:
C (-1.59, 0.25, -0.09)
F (-2.16, -0.89, 0.23)
P (2.70, -0.26, 0.11)
P (0.14, 0.19, 0.02)
H (2.84, -1.80, -0.10)
H (-2.35, 1.04, -0.04)
H (0.43, 1.48, -0.14)

Energy ordering: x at the bottom, the next structure 0.482 eV above.

## w
# C6H8NO

A gas-phase ion, C6H8NO (charge +1) (ωB97M-V/def2-TZVPD, the Open Molecules 2025 dataset).

The net charge is +1. The SMILES is C#C[N+](=C)C[C@H]1CO1. As for the gap between HOMO and LUMO: 9.5 eV. For the HOMO energy, the calculation gives -0.5299 Ha.

Positions of all 16 atoms, in Å:
C (-2.75, 0.36, -0.89)
C (-1.73, -0.20, -0.66)
N (-0.54, -0.86, -0.39)
C (-0.30, -1.47, 0.74)
C (0.67, -0.09, -1.15)
C (1.52, 0.39, 0.02)
C (0.86, 1.23, 1.08)
O (1.19, -0.11, 1.28)
H (-3.68, 0.71, -1.16)
H (0.44, -2.14, 0.76)
H (-0.93, -1.63, 1.53)
H (1.06, -0.92, -1.69)
H (0.36, 0.73, -1.84)
H (2.49, 0.59, -0.21)
H (1.58, 1.79, 1.66)
H (-0.24, 1.61, 0.93)

## x
# C6H8NO

A gas-phase ion, C6H8NO (charge +1) (ωB97M-V/def2-TZVPD, the Open Molecules 2025 dataset).

The net charge is +1. As for the gap between HOMO and LUMO: 9.6 eV. For the HOMO energy, the calculation gives -0.5133 Ha.

Positions of all 16 atoms, in Å:
C (2.20, 1.23, -0.68)
C (2.53, 1.21, 0.64)
C (1.19, -1.19, 0.00)
C (-0.20, -1.59, 0.34)
C (-1.10, -0.55, -0.35)
C (1.62, 0.20, 0.09)
N (-0.71, 0.75, 0.17)
O (2.13, -1.91, -0.11)
H (2.33, 1.71, -1.55)
H (2.94, 1.65, 1.46)
H (-0.36, -2.46, -0.16)
H (-0.26, -1.47, 1.46)
H (-0.79, -0.43, -1.39)
H (-2.19, -0.75, -0.20)
H (-0.75, 1.57, -0.47)
H (-1.04, 1.04, 1.08)

Energy ordering: x at the bottom, the next structure 1.778 eV above.

## w
# C3H3Br2N

2 unconnected molecules or ions with the total composition C3H3Br2N (ωB97M-V/def2-TZVPD, the Open Molecules 2025 dataset).

The net charge is 0. As for the gap between HOMO and LUMO (spin up / spin down): 6.8 / 6.8 eV. For the HOMO energy (spin up / spin down), the calculation gives -0.2927 / -0.2926 Ha.

Positions of all 9 atoms, in Å:
C (0.37, -1.24, 0.11)
C (-1.30, 0.09, -2.62)
C (0.97, 0.49, 1.78)
N (0.71, -0.39, 0.91)
Br (-2.11, 0.27, -1.07)
Br (-0.34, 1.88, 1.96)
H (0.18, -1.41, -0.91)
H (-0.32, -0.24, -2.44)
H (1.84, 0.55, 2.30)

## x
# C3H3Br2N

A molecular structure, C3H3Br2N (ωB97M-V/def2-TZVPD, the Open Molecules 2025 dataset).

The net charge is 0. As for the gap between HOMO and LUMO: 10.6 eV. For the HOMO energy, the calculation gives -0.3769 Ha.

Positions of all 9 atoms, in Å:
C (-0.38, -0.94, 0.46)
C (-0.01, -0.18, -0.83)
C (0.12, 0.99, 0.33)
N (-0.31, 0.02, 1.32)
Br (-0.79, -2.65, 0.91)
Br (2.00, 1.65, 0.64)
H (0.74, -0.56, -1.61)
H (-0.91, -0.16, -1.39)
H (-0.46, 1.84, 0.19)

Energy ordering: x at the bottom, the next structure 5.552 eV above.

## w
# C5H11ClN

2 unconnected molecules or ions with the total composition C5H11ClN (ωB97M-V/def2-TZVPD, the Open Molecules 2025 dataset).

The net charge is +1. As for the gap between HOMO and LUMO (spin up / spin down): 8.7 / 8.7 eV. For the HOMO energy (spin up / spin down), the calculation gives -0.4772 / -0.4811 Ha.

Positions of all 18 atoms, in Å:
C (-3.01, -0.17, -0.46)
C (-1.79, -0.32, -0.88)
C (0.06, 1.46, 1.28)
C (2.09, -1.17, -0.29)
C (0.21, 0.13, 0.66)
N (1.17, -0.02, -0.42)
Cl (-1.04, -0.64, -2.33)
H (-3.87, -0.30, -1.12)
H (-3.23, 0.09, 0.56)
H (-0.12, 2.24, 0.55)
H (0.95, 1.72, 1.86)
H (-0.78, 1.44, 1.98)
H (1.52, -2.09, -0.31)
H (2.81, -1.17, -1.11)
H (2.64, -1.12, 0.65)
H (0.04, -0.76, 1.24)
H (1.71, 0.85, -0.51)
H (0.64, -0.16, -1.33)

## x
# C5H11ClN

A molecular structure, C5H11ClN (ωB97M-V/def2-TZVPD, the Open Molecules 2025 dataset).

The net charge is +1. As for the gap between HOMO and LUMO: 10.6 eV. For the HOMO energy, the calculation gives -0.5491 Ha.

Positions of all 18 atoms, in Å:
C (1.44, 1.77, -0.64)
C (1.54, 0.57, -0.22)
C (-0.80, -0.43, -1.21)
C (-1.03, 0.62, 0.98)
C (-0.03, -1.58, 0.74)
N (-0.21, -0.26, 0.18)
Cl (2.68, -0.65, 0.08)
H (2.38, 2.43, -0.74)
H (0.46, 2.26, -0.92)
H (-1.73, -1.04, -1.17)
H (-0.98, 0.48, -1.89)
H (0.03, -1.04, -1.73)
H (-1.83, 1.22, 0.41)
H (-1.54, 0.10, 1.89)
H (-0.37, 1.42, 1.38)
H (-0.88, -1.93, 1.41)
H (0.07, -2.30, 0.03)
H (0.80, -1.63, 1.42)

## y
# C5H11ClN

2 unconnected molecules or ions with the total composition C5H11ClN (ωB97M-V/def2-TZVPD, the Open Molecules 2025 dataset).

The net charge is +1. As for the gap between HOMO and LUMO (spin up / spin down): 6.0 / 7.2 eV. For the HOMO energy (spin up / spin down), the calculation gives -0.4558 / -0.4979 Ha.

Positions of all 18 atoms, in Å:
C (-1.10, -1.44, 0.11)
C (0.88, -1.09, 1.72)
C (-0.29, 2.05, -0.38)
C (0.38, 0.78, -2.28)
C (-0.42, -1.86, 1.25)
N (0.31, 0.91, -0.86)
Cl (-2.61, -1.40, -0.23)
H (0.40, -0.19, 2.36)
H (1.38, -1.60, 2.64)
H (1.72, -0.93, 1.00)
H (-1.04, 1.71, 0.40)
H (-0.78, 2.71, -1.11)
H (0.46, 2.73, 0.07)
H (0.53, -0.25, -2.46)
H (1.52, 1.13, -2.39)
H (-0.26, 1.51, -2.86)
H (0.12, -2.74, 1.00)
H (-1.20, -2.04, 2.03)

Energy ordering: x at the bottom, the next structure 0.445 eV above.

## w
# C3H3ClN2

A single C3H3ClN2 molecule (ωB97M-V/def2-TZVPD, the Open Molecules 2025 dataset).

The net charge is 0. As for the gap between HOMO and LUMO (spin up / spin down): 7.9 / 7.8 eV. For the HOMO energy (spin up / spin down), the calculation gives -0.3059 / -0.3046 Ha.

Positions of all 9 atoms, in Å:
C (-0.58, 0.46, 0.01)
C (-0.22, -0.97, 0.35)
C (1.42, 1.13, 0.91)
N (0.23, 1.35, 0.35)
N (0.84, -1.23, 0.90)
Cl (1.81, 1.82, 2.41)
H (-1.44, 0.71, -0.59)
H (-0.99, -1.69, 0.05)
H (2.25, 0.86, 0.27)

## x
# C3H3ClN2

A single C3H3ClN2 molecule (ωB97M-V/def2-TZVPD, the Open Molecules 2025 dataset).

The net charge is 0. The SMILES is [H]/N=C/[C@@H](Cl)C#N. As for the gap between HOMO and LUMO: 11.4 eV. For the HOMO energy, the calculation gives -0.3955 Ha.

Positions of all 9 atoms, in Å:
H (1.81, 0.44, 0.32)
N (0.95, 0.24, -0.31)
C (-0.05, 0.11, 0.41)
C (-1.50, 0.04, -0.40)
Cl (-2.57, -1.29, -0.01)
C (-2.08, 1.34, -0.09)
N (-2.36, 2.41, 0.21)
H (0.03, -0.03, 1.52)
H (-1.05, -0.08, -1.53)

Energy ordering: x at the bottom, the next structure 1.587 eV above.

## w
# F2N2O2

2 unconnected molecules or ions with the total composition F2N2O2 (ωB97M-V/def2-TZVPD, the Open Molecules 2025 dataset).

The net charge is 0. As for the gap between HOMO and LUMO (spin up / spin down): 9.1 / 10.0 eV. For the HOMO energy (spin up / spin down), the calculation gives -0.3634 / -0.3983 Ha.

Positions of all 6 atoms, in Å:
N (1.05, -0.05, 0.00)
N (-1.04, -0.02, -0.55)
O (1.44, -1.14, -0.07)
O (1.36, 1.04, 0.22)
F (-1.49, -0.98, 0.32)
F (-1.31, 1.15, 0.08)

## x
# F2N2O2

2 unconnected molecules or ions with the total composition F2N2O2 (ωB97M-V/def2-TZVPD, the Open Molecules 2025 dataset).

The net charge is 0. As for the gap between HOMO and LUMO (spin up / spin down): 8.6 / 10.6 eV. For the HOMO energy (spin up / spin down), the calculation gives -0.3605 / -0.4216 Ha.

Positions of all 6 atoms, in Å:
N (-1.30, 0.04, 0.03)
N (1.22, -0.41, 0.39)
O (-1.94, -0.55, 0.81)
O (-1.31, 0.63, -1.01)
F (1.52, -0.50, -0.97)
F (1.81, 0.79, 0.75)

Energy ordering: w at the bottom, the next structure 0.107 eV above.